Record 1
A molecular structure, C11H16FN5O6OsS. Source: OMol25; level of theory: ωB97M-V/def2-TZVPD.

The value obtained for the gap between HOMO and LUMO (alpha / beta) is 8.34 / 6.85 eV. Its spin multiplicity is 5. The LUMO energy (alpha / beta) is 0.309 / -1.854 eV. The net charge is 0.

XYZ file:
```
41
Properties=species:S:1:pos:R:3:forces:R:3
Os 0.130572 -0.303607 0.262209 -0.118 0.044 -0.066
O 2.488728 0.710676 2.977039 0.001 0.059 0.027
S 2.054491 -0.367836 2.164480 -0.415 0.064 -0.478
O 2.617097 -1.666403 2.361936 0.066 -0.071 0.071
O 0.463727 -0.486185 2.192194 0.090 -0.054 0.028
O 2.092193 0.002864 0.641383 0.180 -0.100 0.149
F -0.017623 -0.238954 -1.655738 0.061 0.001 0.003
C -4.430279 -3.209593 -0.091103 0.000 0.025 0.012
N -3.830838 -1.912270 0.201525 -0.019 -0.028 -0.016
C -4.597991 -0.824025 0.518989 0.021 -0.010 0.002
C -4.073313 0.383795 0.765009 0.035 -0.011 0.050
C -2.636447 0.549087 0.695312 -0.041 0.021 -0.092
O -2.044256 1.607169 0.867738 -0.034 -0.035 0.053
N -1.901136 -0.589962 0.381028 0.011 0.089 0.113
C -2.454976 -1.816322 0.111115 0.053 -0.014 0.029
O -1.780032 -2.789914 -0.192176 0.034 0.015 0.023
H -5.485562 -3.160269 0.163818 -0.005 -0.025 -0.014
H -3.946043 -3.983111 0.499329 -0.001 0.000 -0.001
H -4.317257 -3.455944 -1.145823 0.009 -0.004 0.008
H -5.662226 -1.011399 0.557833 -0.004 0.013 -0.006
H -4.685949 1.234434 1.014063 0.003 0.005 0.003
N 0.399651 2.122952 -0.392680 0.011 -0.196 0.112
C 1.706286 2.549566 -0.728374 -0.065 0.016 0.021
C 2.222913 2.261098 -1.985436 0.025 0.057 0.010
C 3.530034 2.611633 -2.283010 0.015 -0.006 -0.020
C 4.326279 3.237450 -1.333776 -0.029 -0.001 0.002
C 3.802043 3.515476 -0.078847 -0.004 0.002 0.002
C 2.494722 3.175500 0.227784 0.061 -0.017 -0.014
H -0.043173 2.611262 0.374549 0.013 0.062 -0.015
H -0.235494 2.062676 -1.177250 0.008 0.119 -0.041
H 1.605246 1.754452 -2.716794 -0.008 -0.011 0.000
H 3.929290 2.387456 -3.263741 0.009 0.002 0.000
H 5.348161 3.502263 -1.568653 0.006 0.002 -0.001
H 4.416176 3.991380 0.674191 0.005 0.006 -0.004
H 2.097200 3.365698 1.217226 -0.011 -0.008 0.007
N 1.044829 -2.404159 -0.465464 0.113 -0.026 0.042
N 1.123762 -3.563215 0.384884 -0.068 0.049 0.035
H 0.454350 -2.646714 -1.254263 0.045 0.014 -0.053
H 1.983655 -2.217960 -0.806184 -0.032 0.001 -0.090
H 1.645583 -3.262440 1.205276 -0.026 -0.017 0.055
H 0.165622 -3.726623 0.680407 0.005 -0.032 0.055
```
Forces are in eV/Å.

So, what does the Löwdin scheme give us? The charges, in e, come out as: 1.8702 -0.2444 0.3874 -0.2783 -0.4775 -0.4806 -0.4732 -0.0054 -0.0510 -0.0412 0.0197 -0.4955 0.0126 -0.0311 -0.5057 0.0383 0.0890 0.0968 0.1003 0.1306 0.1164 0.0193 -0.3273 -0.0408 -0.0836 -0.0938 -0.0757 -0.0367 0.0893 0.0913 0.1076 0.1027 0.0993 0.1063 0.1184 -0.1388 0.0017 0.0786 0.1009 0.0472 0.0566

Record 2
3 unconnected molecules or ions with the total composition C23H34ClF7NO9PS in a non-equilibrium geometry. Source: OMol25; level of theory: ωB97M-V/def2-TZVPD.

The value obtained for the gap between HOMO and LUMO is 8.68 eV. The LUMO energy is 0.076 eV. The net charge is 0. Its structure (SMILES) is CCCOCN[C@@](Cc1ccccc1C)([C@@H](OC)S(=O)(=O)F)P(O)Cl.CCOC(=O)C(F)(F)F.CCOC(=O)C(F)(F)F.

XYZ file:
```
77
Properties=species:S:1:pos:R:3:forces:R:3
C -1.431729 -5.497896 1.721230 0.610 0.616 0.731
C -0.513523 -4.213823 1.874782 -0.451 -0.261 -1.394
C -0.653524 -3.378975 0.522702 -0.351 -0.294 1.168
O -0.947000 -2.023314 0.905305 0.380 0.376 -0.530
C -1.319583 -1.236071 -0.228540 0.537 -1.415 -1.411
N -1.112293 0.181787 -0.124738 -0.710 -0.276 0.327
C -1.745938 0.885653 0.990815 0.784 0.042 -0.195
C -1.163848 0.661043 2.436750 0.066 -0.824 0.288
C 0.373771 0.557248 2.632752 2.786 0.560 1.336
C 1.354290 -0.088268 1.766559 0.877 0.292 1.019
C 2.797098 -0.176449 2.064178 -0.811 1.163 1.785
C 3.348969 0.405565 3.290832 -3.243 0.083 -0.659
C 2.377030 1.060476 4.185612 -0.093 -0.982 -1.804
C 0.936592 1.141345 3.883866 1.670 -0.707 -0.180
C 0.067521 1.838285 4.986844 0.150 -0.194 -1.132
C -1.824085 2.437086 0.519157 -1.932 -1.046 -1.667
O -2.984811 3.116835 0.933629 1.800 0.392 0.338
C -2.987820 3.618109 2.273564 -1.532 0.288 1.854
S -0.243975 3.346383 0.650497 5.595 0.820 0.023
O 0.834455 2.795683 -0.190206 -3.264 0.378 0.166
O 0.290797 3.563426 1.976960 -2.293 0.294 -0.595
F -0.546679 4.849389 0.017045 -0.436 -2.095 0.754
P -3.628490 0.456199 1.110585 -1.618 1.519 -0.410
O -4.147342 0.487982 -0.504760 1.584 -0.591 1.444
Cl -3.930212 -1.469271 1.869932 0.576 0.002 -0.627
H -2.481592 -5.157102 1.530908 0.862 -0.483 -0.015
H -1.026406 -6.130963 0.885750 -0.656 0.537 0.813
H -1.420768 -6.076411 2.681445 -0.038 0.309 -0.928
H -0.839598 -3.542683 2.710467 0.346 -0.730 -0.668
H 0.556976 -4.529693 1.995666 -0.999 0.409 0.133
H -1.551097 -3.745413 -0.060394 1.066 0.083 0.325
H 0.297564 -3.451873 -0.074113 -0.981 0.261 0.316
H -0.694952 -1.613488 -1.099542 -0.597 0.658 0.725
H -2.384049 -1.523104 -0.503689 0.868 0.572 0.453
H -0.192368 0.523755 -0.393027 -0.176 -0.203 0.310
H -1.575785 1.455825 3.107472 0.453 -0.624 -0.640
H -1.594757 -0.311334 2.829882 0.401 0.954 -0.508
H 1.030991 -0.593243 0.835836 0.257 0.443 0.914
H 3.514252 -0.687422 1.377662 -1.017 0.445 0.474
H 4.428876 0.330339 3.564731 -1.154 0.116 -0.371
H 2.802404 1.497075 5.126371 -0.809 -0.382 -0.911
H -0.124133 2.892761 4.634215 -0.019 -0.965 0.506
H -0.901069 1.278954 5.073086 0.815 0.684 0.254
H 0.599038 1.873786 5.976339 -0.544 -0.126 -1.069
H -1.980393 2.329453 -0.599723 0.531 0.327 1.147
H -2.044585 3.525956 2.861006 -0.467 0.096 -0.904
H -3.778422 3.046635 2.851724 0.857 0.462 -0.647
H -3.337749 4.690493 2.296183 0.611 -1.057 -0.379
H -3.424743 0.203095 -1.099970 -0.316 0.099 0.117
C -3.761772 -6.580046 -4.383626 0.233 -0.240 0.101
C -3.199257 -5.176862 -4.276183 -0.656 -0.153 -0.396
O -2.116444 -5.133123 -3.331324 0.707 0.129 0.260
C -0.921991 -5.529617 -3.787801 -1.198 0.096 -0.724
O -0.709455 -5.912498 -4.901777 0.459 0.028 0.425
C 0.137129 -5.382266 -2.694616 1.199 -0.086 1.117
F -0.289878 -5.846257 -1.503664 -0.197 0.054 -0.455
F 0.480541 -4.092063 -2.508106 -0.356 -0.125 -0.346
F 1.265832 -6.041178 -2.979938 -0.538 0.085 -0.315
H -4.052480 -6.952138 -3.398975 -0.093 0.113 -0.045
H -4.633403 -6.595455 -5.039249 0.038 0.054 0.035
H -3.018141 -7.272979 -4.780417 -0.042 0.090 -0.091
H -3.967847 -4.501192 -3.900456 0.249 0.035 0.232
H -2.880523 -4.796126 -5.248064 0.220 -0.094 0.119
C 2.361953 5.282568 -1.855191 0.276 -0.183 0.140
C 3.062855 6.191573 -2.844814 -0.783 -0.149 -0.013
O 4.414530 6.451950 -2.429290 0.755 0.005 -0.066
C 5.313025 5.507404 -2.728464 -1.365 0.006 -0.317
O 5.064552 4.484821 -3.300641 0.588 0.132 0.169
C 6.707893 5.940025 -2.273496 1.428 0.321 0.597
F 6.701966 6.458544 -1.032141 -0.331 -0.155 -0.279
F 7.220505 6.884419 -3.086153 -0.430 -0.206 -0.048
F 7.579289 4.922811 -2.261804 -0.563 0.052 -0.180
H 2.416390 5.699596 -0.847429 -0.111 0.074 -0.080
H 1.314677 5.148820 -2.128353 0.052 0.044 -0.001
H 2.834735 4.300258 -1.817476 -0.086 0.018 -0.098
H 2.556557 7.156539 -2.879191 0.328 0.093 0.082
H 3.041454 5.778645 -3.854996 0.242 -0.064 0.099
```
Forces are in eV/Å.

So, what does the Löwdin scheme give us? The charges, in e, come out as: -0.1156 -0.1884 -0.2170 -0.2225 -0.2888 -0.0273 -0.4912 -0.1374 -0.1382 -0.0290 -0.0687 -0.0730 -0.0460 -0.1925 -0.0652 -0.3561 -0.2133 -0.0968 0.7742 -0.2794 -0.2579 -0.1925 0.7045 -0.3253 0.2413 0.0751 0.0651 0.0710 0.1105 0.1082 0.1216 0.1183 0.1448 0.1063 0.1063 0.0871 0.0996 0.0830 0.0943 0.0956 0.1008 0.0794 0.0762 0.0816 0.1575 0.0766 0.0969 0.1110 0.0414 -0.0604 -0.2006 0.0220 -0.3828 0.1756 -0.5163 0.1466 0.1478 0.1714 0.0842 0.0838 0.0782 0.1252 0.1264 -0.0684 -0.1977 0.0281 -0.3852 0.1701 -0.5244 0.1578 0.1577 0.1627 0.0884 0.0764 0.0774 0.1249 0.1255

no.,M (g/mol)
1,555.57
2,700.00